Here is one molecule with the formula CH3INOP at a distorted geometry from the Open Molecules 2025 dataset. Energies are from ωB97M-V with the def2-TZVPD basis set.

Atoms and positions in Å:
O (1.18505, 1.18274, 0.68781)
C (0.04096, 0.85290, 0.61859)
I (-1.47779, 2.12738, 1.60381)
N (-0.55767, -0.20095, 0.10154)
P (0.06897, -1.17181, -1.24502)
H (-1.50703, -0.36042, 0.44560)
H (1.07286, -2.13075, -0.60565)
H (1.17467, -0.29910, -1.60669)

Properties
Relative energy (zero: lowest compared OMol25 entry of this formula, charge and spin), kJ/mol: 21.2
E_LUMO, eV: 0.20
Multiplicity: 1
Structure (SMILES): O=C(I)NP
Calculated total energy, eV: -22012.327
M, g mol⁻¹: 202.92
HOMO, eV: -9.7003
F_max, eV/A: 2.6

Here is C27H26Cl2NReS as an isolated structure at a distorted geometry from the Open Molecules 2025 dataset. Energies are from ωB97M-V with the def2-TZVPD basis set.

Atoms and positions in Å:
Re (0.08382, -0.30344, 0.14592)
C (-0.66096, 1.69232, 0.10072)
C (-1.50762, 1.16632, 1.16026)
C (-2.67136, 0.63644, 0.54553)
C (-2.62425, 0.88697, -0.84031)
C (-1.38998, 1.49091, -1.13740)
C (-0.93115, 1.90754, -2.49094)
C (-3.67047, 0.50814, -1.82438)
C (-3.73487, -0.07766, 1.28772)
C (-1.34516, 1.33776, 2.63885)
C (0.16096, 2.95042, 0.28992)
H (-1.42484, 2.83772, -2.78187)
H (-1.17321, 1.15702, -3.24447)
H (0.14050, 2.08995, -2.52084)
H (-4.64848, 0.87966, -1.51516)
H (-3.74540, -0.57622, -1.91404)
H (-3.45466, 0.90562, -2.81340)
H (-3.29477, -0.92587, 1.82462)
H (-4.52178, -0.44849, 0.63541)
H (-4.18783, 0.56747, 2.04280)
H (-2.07674, 2.06211, 3.00630)
H (-0.35934, 1.71234, 2.90356)
H (-1.51740, 0.40339, 3.17301)
H (-0.49584, 3.81586, 0.38913)
H (0.81306, 3.13164, -0.56442)
H (0.78023, 2.90715, 1.18525)
Cl (1.74062, 0.27746, 1.91164)
C (1.42419, -0.86963, 3.24368)
C (2.21900, -0.75354, 4.36286)
C (2.01215, -1.66608, 5.38754)
C (1.04381, -2.65049, 5.25640)
C (0.27358, -2.72558, 4.10736)
Cl (-0.92095, -3.97058, 3.99116)
C (0.43627, -1.82175, 3.05239)
S (-0.57559, -1.92020, 1.59674)
H (2.97610, 0.01329, 4.42926)
H (2.60908, -1.61362, 6.28568)
H (0.88050, -3.37244, 6.04236)
C (3.48094, 0.89780, -2.34346)
C (3.25095, 0.19488, -3.52259)
C (2.13857, -0.60771, -3.63278)
C (1.24612, -0.71081, -2.56455)
N (1.47543, -0.01392, -1.42259)
C (2.57563, 0.75798, -1.32055)
C (0.04194, -1.55003, -2.55153)
C (-0.30128, -2.37479, -3.62541)
C (-1.42161, -3.17663, -3.53542)
C (-2.18989, -3.15576, -2.37578)
C (-1.84559, -2.33324, -1.31721)
C (-0.73004, -1.49509, -1.37794)
H (4.34265, 1.53566, -2.21992)
H (3.94517, 0.27270, -4.34746)
H (1.95580, -1.16465, -4.53748)
H (2.69341, 1.28588, -0.38485)
H (0.30263, -2.41292, -4.52076)
H (-1.68942, -3.82889, -4.35437)
H (-3.05723, -3.79858, -2.29800)
H (-2.46571, -2.34496, -0.42758)

Properties
Relative energy (zero: lowest compared OMol25 entry of this formula, charge and spin), kJ/mol: 172.2
E_LUMO (spin up / spin down), eV: -4.09 / -3.88
Multiplicity: 2
Calculated total energy, eV: -67916.300
M, g mol⁻¹: 653.69
Charge: +1
HOMO (spin up / spin down), eV: -10.5924 / -10.8637
F_max, eV/A: 2.6

Here is C14H12Cl3N5O4Re as an isolated structure at a distorted geometry from the Open Molecules 2025 dataset. Energies are from ωB97M-V with the def2-TZVPD basis set.

Atoms and positions in Å:
Re (-0.20826, 0.29881, -0.05515)
Cl (0.15757, -5.99758, 3.23764)
C (-0.31385, -4.68775, 2.26904)
C (0.64573, -3.71544, 1.91084)
C (0.24621, -2.64633, 1.15636)
Cl (1.33202, -1.41964, 0.62162)
C (-1.10192, -2.45618, 0.72001)
O (-1.45199, -1.42417, 0.07886)
C (-2.03138, -3.51206, 1.04420)
Cl (-3.62446, -3.37017, 0.46839)
C (-1.63263, -4.58216, 1.81854)
H (1.66433, -3.82207, 2.24716)
H (-2.35128, -5.34122, 2.09488)
N (-0.95063, 0.11852, -2.95009)
C (-0.59234, -0.23041, -4.18987)
C (0.72630, -0.64863, -4.13088)
C (1.09140, -0.52348, -2.79663)
N (0.06143, -0.05505, -2.07962)
H (-1.86008, 0.42858, -2.63012)
H (-1.25888, -0.17167, -5.02892)
H (1.33482, -0.99001, -4.94321)
H (2.04296, -0.73451, -2.34811)
N (-0.38878, 3.28522, -1.48640)
C (0.74284, 3.18694, -0.76691)
C (1.64996, 4.26904, -0.75737)
C (2.79916, 4.20294, -0.01694)
C (3.05809, 3.03288, 0.70827)
C (2.15861, 1.99973, 0.63842)
N (1.01701, 2.03898, -0.08424)
H (-0.59186, 4.16888, -1.93273)
H (-1.18934, 2.70493, -1.27320)
H (1.40358, 5.15167, -1.32557)
H (3.48207, 5.03717, 0.01687)
H (3.95160, 2.93810, 1.30252)
H (2.32766, 1.08936, 1.19524)
O (-0.87817, 0.84884, 1.86661)
N (-1.83532, 1.54758, 1.45795)
O (-2.58521, 2.13484, 2.13826)
O (-1.89227, 1.57218, 0.17349)

Properties
Relative energy (zero: lowest compared OMol25 entry of this formula, charge and spin), kJ/mol: 0.0
E_LUMO (spin up / spin down), eV: -9.55 / -9.47
Multiplicity: 2
Calculated total energy, eV: -70030.697
M, g mol⁻¹: 606.85
Charge: +2
HOMO (spin up / spin down), eV: -14.2061 / -14.1128
F_max, eV/A: 4.3

Here is an isolated ion of composition C5H14N3 and charge +1 at a distorted geometry from the Open Molecules 2025 dataset. Energies are from ωB97M-V with the def2-TZVPD basis set.

Atoms and positions in Å:
C (1.46536, 1.70548, 0.08673)
N (0.16811, 0.96344, 0.07284)
N (-0.83893, 1.70669, 0.07463)
N (-2.01541, 1.33175, 0.04828)
C (0.08971, -0.54680, 0.01670)
C (1.48396, -1.07960, 0.11956)
C (-0.78635, -1.10045, 1.17066)
C (-0.47985, -0.91430, -1.34057)
H (2.04035, 1.51655, -0.87539)
H (2.00201, 1.52049, 1.03263)
H (1.17377, 2.81660, 0.04795)
H (-2.15199, 0.32583, 0.00057)
H (-2.47250, 2.15226, -0.23147)
H (2.25608, -0.72846, -0.57851)
H (1.80045, -0.97441, 1.13268)
H (1.43382, -2.17758, -0.08914)
H (-1.91381, -1.13138, 0.85131)
H (-0.79117, -0.51632, 1.97264)
H (-0.56601, -2.07677, 1.44591)
H (-1.50330, -0.44673, -1.54302)
H (0.16079, -0.36824, -1.98207)
H (-0.55512, -1.97804, -1.43292)

Properties
Relative energy (zero: lowest compared OMol25 entry of this formula, charge and spin), kJ/mol: 377.3
E_LUMO, eV: -3.73
Multiplicity: 1
Structure (SMILES): C/[N+](=N/N)C(C)(C)C
Calculated total energy, eV: -9873.256
M, g mol⁻¹: 116.19
Charge: +1
HOMO, eV: -15.1349
F_max, eV/A: 5.2